Entry 1:
Density functional theory data (ωB97M-V/def2-TZVPD) for a cluster of 9 separate species, H18O9 in total in a non-equilibrium geometry.

```
27
Properties=species:S:1:pos:R:3:forces:R:3:nbo_charge:R:1
O -4.170581 -2.652947 -1.016947 0.22 0.05 -0.01 -0.924
O 4.662731 -1.661421 -0.162464 -0.01 0.22 -0.01 -0.941
O 0.246022 -0.419129 -1.222785 0.42 0.35 -0.25 -0.914
O 0.547425 1.014810 1.715715 0.30 0.12 -0.21 -0.925
O -0.535297 2.984617 -0.779183 -3.38 -1.10 -0.29 -0.908
O 1.542937 3.458241 -0.558625 3.33 0.49 0.55 -0.924
O 1.627011 -2.906873 0.413199 -0.10 0.03 0.22 -0.942
O -1.535660 -1.172417 0.644373 -0.58 -0.16 0.23 -0.948
O -4.117897 1.195732 0.909079 0.01 -0.05 -0.06 -0.943
H 2.019533 -3.550574 1.013670 0.00 0.04 -0.10 0.469
H -0.686082 -1.399815 1.038704 0.15 0.09 -0.15 0.494
H 1.263191 1.399756 2.233871 -0.07 -0.05 0.10 0.471
H -4.145420 0.313053 1.295228 0.07 0.05 -0.05 0.474
H 0.219311 1.750362 1.186287 -0.19 0.00 0.45 0.456
H -3.813229 -2.142881 -1.752557 -0.09 -0.02 0.01 0.470
H 1.115467 -0.037270 -1.387830 -0.01 -0.12 -0.15 0.456
H -3.410784 -2.799733 -0.442357 -0.28 -0.10 -0.02 0.455
H -1.785424 -1.963239 0.153242 0.35 0.20 0.04 0.453
H -0.323677 0.345905 -1.084374 -0.21 -0.39 0.03 0.458
H 2.199219 -2.135085 0.490083 0.02 -0.12 -0.07 0.473
H -3.450462 1.128231 0.217007 -0.02 -0.01 0.12 0.469
H 1.814231 2.610160 -0.189642 0.29 0.15 -0.02 0.449
H 4.371624 -0.785234 -0.439128 0.07 -0.08 -0.02 0.465
H -0.245319 2.122600 -0.460076 -0.22 0.29 -0.36 0.427
H -0.348479 2.959759 -1.724419 0.08 0.14 0.17 0.479
H 5.615981 -1.647458 -0.304268 -0.07 -0.08 0.04 0.476
H 1.323624 3.990837 0.214184 -0.08 0.05 -0.22 0.474
```
Positions in Å, forces in eV/Å.

Charge: 0
LUMO level: -0.40 eV
E_HOMO: -10.134 eV
SMILES: O.O.O.O.O.O.O.O.O
ΔE to the lowest compared entry with this formula, charge and spin: 419.37 kJ/mol
2S+1: 1

Entry 2:
Density functional theory data (ωB97M-V/def2-TZVPD) for a cluster of 2 separate species, C4H12N2S in total in a non-equilibrium geometry.

```
19
Properties=species:S:1:pos:R:3:forces:R:3:nbo_charge:R:1
S 2.201373 -0.803508 1.155097 -0.93 -2.46 -3.34 -0.008
N -0.016138 0.713492 -0.321458 0.40 0.15 -0.10 -0.637
N -2.693261 0.619126 1.099140 -0.05 -0.23 0.05 -0.831
C -0.917880 -0.435271 -0.368134 -0.11 -0.18 0.46 -0.229
C -1.790946 -0.507791 0.888385 0.38 0.20 0.10 -0.225
C 1.229660 0.528643 -1.095222 -0.40 -0.14 0.72 -0.223
C 2.465211 0.373807 -0.195679 0.22 0.92 -0.28 -0.565
H 1.121570 -0.424556 -1.613964 0.16 -0.01 -0.50 0.184
H -2.158565 1.479047 1.111499 -0.14 0.05 -0.14 0.359
H 1.600434 -2.005808 -0.261444 1.22 2.12 3.17 0.090
H 0.280394 0.785347 0.644586 -0.12 0.13 0.14 0.355
H 1.389528 1.344932 -1.810536 -0.05 -0.20 0.06 0.201
H 2.736419 1.352373 0.257873 -0.18 -0.53 -0.07 0.227
H -1.569463 -0.379618 -1.240895 0.10 -0.02 -0.22 0.182
H -3.372148 0.670077 0.344812 0.16 0.13 0.09 0.350
H 3.313045 0.079793 -0.830584 -0.16 0.01 0.35 0.223
H -0.338332 -1.372343 -0.393659 -0.21 -0.01 -0.24 0.168
H -1.116280 -0.581205 1.760075 -0.23 0.03 -0.20 0.186
H -2.364617 -1.436533 0.870103 -0.05 0.05 -0.04 0.194
```
Positions in Å, forces in eV/Å.

Charge: 0
LUMO level: -0.86 eV
E_HOMO: -8.972 eV
ΔE to the lowest compared entry with this formula, charge and spin: 245.80 kJ/mol
2S+1: 1

Entry 3:
Density functional theory data (ωB97M-V/def2-TZVPD) for the ion C7H10NO3 with charge +1 in a non-equilibrium geometry.

```
21
Properties=species:S:1:pos:R:3:forces:R:3:nbo_charge:R:1
O 2.144932 2.654417 -0.275045 0.06 0.34 0.18 -0.349
O -1.234398 0.009966 1.125642 -1.17 -1.55 1.51 -0.379
O 3.409726 -0.646501 0.395396 -1.23 -0.59 0.64 -0.332
N 0.236330 1.427613 0.328908 -1.18 1.10 0.32 -0.627
C 1.258647 2.029341 0.076457 1.76 0.07 -0.85 0.970
C 4.404259 -0.326849 -0.369774 0.00 -0.53 1.94 -0.020
C 2.164426 -0.710785 -0.004957 -3.09 0.92 -1.09 -0.002
C 0.922882 -0.969979 0.832188 3.04 2.59 3.36 -0.525
C -2.605215 0.524101 -0.743998 -4.63 -0.85 4.73 -0.619
C -2.375757 0.831688 0.776058 -0.89 0.28 -1.46 -0.086
C -0.052716 0.267654 0.843461 1.26 -2.00 -0.23 0.774
H 4.134528 0.019335 -1.292796 0.08 0.77 -2.43 0.162
H -3.288269 0.615731 1.438004 1.88 -0.05 -0.90 0.250
H -2.500401 -0.514498 -0.762147 0.18 -1.79 -0.70 0.219
H 5.310006 -0.613792 0.082024 1.16 0.20 -0.11 0.197
H 1.779111 -0.332210 -1.012530 1.72 -0.61 0.89 0.150
H 0.379855 -1.670412 0.338489 -1.87 -2.33 -1.27 0.258
H 1.112985 -1.340263 1.924613 -0.38 0.73 -1.93 0.288
H -2.034270 1.832308 0.855813 -0.12 1.09 0.57 0.206
H -3.716549 0.696014 -0.830458 1.24 0.14 -0.74 0.248
H -2.015867 0.999361 -1.392293 2.15 2.08 -2.41 0.217
```
Positions in Å, forces in eV/Å.

Charge: +1
LUMO level (alpha / beta): -4.82 / -4.80 eV
E_HOMO (alpha / beta): -11.516 / -11.398 eV
ΔE to the lowest compared entry with this formula, charge and spin: 363.02 kJ/mol
2S+1: 1

Entry 4:
Density functional theory data (ωB97M-V/def2-TZVPD) for a cluster of 2 separate species, C2H7N4O in total in a non-equilibrium geometry.

```
14
Properties=species:S:1:pos:R:3:forces:R:3:nbo_charge:R:1
O 0.320253 1.585262 -0.245284 -0.34 0.53 0.28 -0.613
N 1.869456 -0.101532 -1.511112 -0.24 0.28 0.19 -0.895
N -0.830056 -0.417028 0.599293 -0.09 0.25 0.23 -0.747
N -1.302063 1.856522 1.371878 -0.29 0.55 0.32 -0.768
N -1.086786 -2.818131 0.396844 -0.01 -1.05 -0.10 -0.718
C -0.534712 1.241843 0.521618 -0.50 -5.12 -0.02 0.939
C -1.076625 -1.644482 0.632302 1.30 5.48 -0.69 0.679
H 1.732031 -0.046349 -2.523441 0.04 -0.11 0.17 0.444
H 2.839085 0.134778 -1.286864 -0.13 -0.10 -0.06 0.442
H -1.961237 1.347442 1.940222 0.11 -0.05 -0.13 0.450
H -1.226597 2.859551 1.473569 0.02 -0.05 -0.06 0.439
H -1.604163 -3.556328 0.820125 -0.27 -0.26 0.25 0.427
H 1.654602 -1.045316 -1.173064 0.04 0.17 -0.13 0.450
H 1.206813 0.603769 -1.016087 0.35 -0.49 -0.24 0.473
```
Positions in Å, forces in eV/Å.

Charge: +1
LUMO level: -3.34 eV
E_HOMO: -12.990 eV
ΔE to the lowest compared entry with this formula, charge and spin: 114.35 kJ/mol
2S+1: 1

Entry 5:
Density functional theory data (ωB97M-V/def2-TZVPD) for a structure of composition C18H17F9N5O6S2Sr in a non-equilibrium geometry.

```
58
Properties=species:S:1:pos:R:3:forces:R:3:lowdin_charge:R:1
Sr 0.083779 -0.379214 -0.019639 -0.12 -0.58 -1.27 1.659
S -0.853420 -3.606497 1.094623 -1.36 -0.28 0.48 0.992
S 2.657403 -2.856193 0.525686 0.46 -0.43 0.47 0.614
F -1.609870 3.395811 -3.502465 0.13 -0.14 0.05 0.144
F 1.224744 3.734716 -1.066463 -0.21 0.07 0.11 0.141
F -0.277205 4.112123 0.440684 0.05 0.01 -0.20 0.164
F -3.128638 1.806388 -1.464656 0.05 0.08 0.07 0.159
F -1.193550 1.281956 -3.287446 0.07 0.14 0.00 0.156
F 0.433791 2.699649 -3.342198 -0.13 -0.04 0.02 0.141
F -2.916302 3.950824 -1.240529 0.06 -0.13 0.01 0.134
F -2.504822 2.652777 0.429915 -0.04 -0.03 -0.14 0.162
F -0.475377 4.996925 -1.531007 0.14 -0.21 0.10 0.137
O -0.675264 -2.490296 0.114986 -0.30 -1.51 -0.20 -0.713
O -0.554944 0.217874 2.090940 -0.35 0.25 0.98 -0.317
O 3.105052 -3.474443 -0.695355 0.21 0.10 -0.03 -0.297
O -2.157326 -0.206141 0.744972 -0.61 0.10 0.58 -0.260
O -0.339635 1.506694 -0.756565 -0.98 3.50 -1.57 -0.382
O 1.688423 -3.614604 1.289141 -0.17 0.26 0.08 -0.397
N 2.088735 -1.370360 0.298074 2.51 -1.85 0.44 -0.286
N 4.243283 -0.826191 -0.481593 -0.15 -0.03 -0.02 0.125
N 7.101489 -2.433516 4.475961 0.00 -0.10 0.05 0.079
N 2.346686 0.470871 -1.047468 0.04 -0.24 0.03 0.066
N -1.796786 0.070797 1.901614 -1.01 0.11 0.88 -0.232
C 6.077675 -2.496314 3.527175 -0.05 -0.05 -0.12 -0.332
C 4.985542 -0.044635 -1.242661 -0.05 -0.07 0.11 -0.132
C 5.304909 -3.102958 1.325368 -0.08 -0.05 -0.08 -0.068
C -2.374055 2.758472 -0.892671 -0.01 0.03 0.13 -0.534
C 3.114260 1.239745 -1.800828 -0.02 0.24 -0.03 -0.119
C -2.808678 -4.042476 2.839730 0.01 0.06 0.07 -0.253
C -0.099065 3.876639 -0.867882 0.11 0.07 0.03 -0.521
C -0.866424 2.584796 -1.309039 -0.20 0.40 -0.13 -0.349
C -0.588721 -2.977339 2.805549 0.21 -0.19 -0.14 -0.295
C 6.330565 -2.991907 2.245777 0.01 0.03 0.08 -0.038
C -1.882999 -3.094842 3.607896 -0.08 -0.02 -0.06 -0.222
C 4.471665 1.020879 -1.962802 -0.06 -0.01 0.01 -0.061
C 4.778248 -2.118459 3.862874 0.02 0.02 0.02 -0.036
C 3.753736 -2.237540 2.939394 0.04 0.01 0.01 -0.056
C 2.913273 -0.575583 -0.424967 1.48 0.51 -0.49 -0.485
C 4.019365 -2.731496 1.673899 -0.11 0.07 -0.23 -0.293
C -0.816653 2.500914 -2.875942 -0.06 -0.07 -0.03 -0.522
C -2.675559 -3.621063 1.390332 0.30 -0.24 -0.06 -0.305
H 6.047251 -0.281426 -1.258713 -0.01 0.03 -0.06 0.106
H -3.836815 -3.983248 3.200823 -0.01 -0.03 -0.06 0.109
H -2.355902 -2.114163 3.687285 0.01 0.00 0.00 0.107
H 8.029507 -2.357067 4.094509 0.02 0.06 0.01 0.079
H 6.936617 -1.793799 5.234854 0.04 0.06 -0.01 0.079
H 7.340225 -3.277039 1.971445 0.00 -0.03 0.02 0.104
H -2.471849 -5.077921 2.956850 -0.04 -0.01 0.03 0.108
H 5.483027 -3.466308 0.321614 0.03 0.03 0.01 0.111
H -3.029589 -2.602864 1.221572 0.08 0.03 -0.04 0.087
H 2.744799 -1.933769 3.191403 0.02 0.00 0.04 0.115
H 2.615919 2.074545 -2.282590 -0.01 -0.06 -0.01 0.098
H 0.221145 -3.577351 3.212586 0.03 0.00 -0.03 0.079
H -1.686102 -3.465993 4.614712 0.01 0.08 0.01 0.106
H -3.142116 -4.304097 0.681010 0.04 0.02 -0.02 0.085
H -0.241803 -1.953401 2.686766 0.06 0.04 0.06 0.063
H 5.087583 1.643911 -2.593598 -0.02 0.03 0.01 0.090
H 4.576736 -1.723521 4.852500 -0.02 -0.01 0.00 0.106
```
Positions in Å, forces in eV/Å.

Charge: -1
LUMO level: 2.53 eV
E_HOMO: -5.551 eV
ΔE to the lowest compared entry with this formula, charge and spin: 201.53 kJ/mol
2S+1: 1

Entry 6:
Density functional theory data (ωB97M-V/def2-TZVPD) for a cluster of 2 separate species, C8H7FN2 in total in a non-equilibrium geometry.

```
18
Properties=species:S:1:pos:R:3:forces:R:3:nbo_charge:R:1
F -2.908430 2.916010 0.772419 -0.04 0.17 0.23 -0.353
N -2.406363 1.452668 4.433962 5.95 -2.05 -4.46 -0.320
N -1.574840 1.520960 -0.110947 -1.32 -0.26 -1.42 -0.624
C -1.871279 2.107834 1.035361 -0.26 0.26 -1.04 0.427
C -0.628522 0.468024 -0.159232 1.12 0.09 -0.04 0.161
C -1.457251 1.180781 3.713537 -6.97 2.31 5.55 0.087
C -0.672483 -0.344592 -1.278869 1.57 -1.06 0.20 -0.257
C 1.332354 -0.647108 0.622262 0.22 -1.36 1.00 -0.181
C 0.341470 -1.368029 -1.420968 -1.06 1.03 0.66 -0.167
C 0.415263 0.328763 0.836111 -2.49 -0.37 -2.25 -0.225
C 1.291276 -1.583110 -0.427300 0.16 1.39 -1.13 -0.233
H 0.298069 0.826766 1.764658 0.59 0.65 0.13 0.204
H -1.437987 -0.203926 -2.058119 0.47 -0.09 0.45 0.217
H 0.326486 -1.935861 -2.329527 0.04 -0.41 -0.20 0.216
H 2.004869 -0.812993 1.443576 0.60 -0.07 0.03 0.214
H -0.612363 1.168448 3.110073 0.74 -0.27 -0.41 0.203
H -2.163173 1.639384 -1.036791 1.29 -0.01 2.51 0.405
H 2.132582 -2.268275 -0.578328 -0.60 0.05 0.19 0.227
```
Positions in Å, forces in eV/Å.

Charge: 0
LUMO level: 0.33 eV
E_HOMO: -9.504 eV
ΔE to the lowest compared entry with this formula, charge and spin: 285.03 kJ/mol
2S+1: 1

Entry 7:
Density functional theory data (ωB97M-V/def2-TZVPD) for a cluster of 2 separate species, C5H14 in total in a non-equilibrium geometry.

```
19
Properties=species:S:1:pos:R:3:forces:R:3:nbo_charge:R:1
C 0.174831 -2.271185 -0.364212 0.00 -0.41 -0.78 -0.621
C 0.037076 1.532399 -0.679510 1.15 0.98 2.01 -0.418
C 0.711232 2.835504 -0.136150 -1.08 0.21 0.27 -0.604
C -1.159398 1.192837 0.184304 -1.83 -1.13 -0.36 -0.623
C 0.278845 -3.160785 0.873696 -0.11 1.00 0.99 -0.615
H 0.906237 -4.035817 0.738607 -0.33 -0.28 -0.16 0.208
H -0.717842 -2.292186 -0.994235 -0.40 -0.73 0.44 0.206
H -1.999219 0.722260 -0.378523 0.49 0.51 -0.10 0.209
H -1.580601 2.085419 0.631639 -0.11 0.08 0.36 0.204
H -0.231480 1.708780 -1.721290 0.39 -0.72 -0.02 0.211
H -1.021217 0.391729 0.936274 0.53 0.80 0.01 0.208
H 0.035038 3.709758 -0.163714 0.20 -0.22 -0.73 0.196
H 0.818114 2.776153 0.952117 0.63 -0.45 -0.10 0.201
H 0.955835 -2.562136 -1.084592 0.13 0.77 0.39 0.208
H 0.789524 -2.564970 1.668394 -0.24 -0.45 -0.49 0.201
H 0.791529 0.780691 -0.376047 -0.23 -0.02 -1.56 0.209
H 0.172094 -1.237825 -0.055257 0.70 0.34 -0.17 0.204
H -0.699954 -3.392990 1.310540 0.24 -0.33 -0.23 0.207
H 1.656371 3.054190 -0.640135 -0.14 0.06 0.23 0.209
```
Positions in Å, forces in eV/Å.

Charge: 0
LUMO level: 1.11 eV
E_HOMO: -11.215 eV
SMILES: CCC.CC
ΔE to the lowest compared entry with this formula, charge and spin: 77.96 kJ/mol
2S+1: 1

Entry 8:
Density functional theory data (ωB97M-V/def2-TZVPD) for the molecule C2H3NOS in a non-equilibrium geometry.

```
8
Properties=species:S:1:pos:R:3:forces:R:3:nbo_charge:R:1
S 2.030338 -0.596880 -0.242905 5.68 -3.03 -0.89 -0.005
O -1.821380 -0.454708 -0.465682 6.28 -5.52 5.01 -0.542
N 0.276104 1.081469 0.057280 -4.69 4.89 -0.27 -0.758
C 0.583457 -0.155597 -0.136373 -5.13 -1.28 2.44 -0.067
C -0.725569 -1.097135 0.186556 -3.51 4.49 -5.25 0.340
H 0.826152 1.902643 -0.001926 1.90 -0.22 -0.18 0.402
H -0.682094 1.485994 -0.110449 0.82 -1.77 0.46 0.410
H -0.487006 -2.165789 0.713498 -1.34 2.45 -1.32 0.220
```
Positions in Å, forces in eV/Å.

Charge: 0
LUMO level: -1.05 eV
E_HOMO: -8.877 eV
SMILES: NC(=S)C=O
ΔE to the lowest compared entry with this formula, charge and spin: 314.11 kJ/mol
2S+1: 1